Entry 1:
{
  "formula": "C18H28N2O6S",
  "method": "ωB97M-V/def2-TZVPD",
  "homo_energy_ev": -8.88,
  "smiles": "Cc1ccc(S(=O)(=O)N[C@H](C)C(=O)N2CCOCCOCCOCC2)cc1",
  "relative_energy_kcal_mol": 8.5,
  "charge": 0,
  "energy_ha": -1661.7861,
  "lumo_energy_ha": 0.027,
  "species": ["C", "C", "C", "C", "C", "C", "C", "H", "H", "S", "O", "O", "N", "H", "C", "H", "C", "H", "H", "H", "C", "O", "N", "C", "H", "C", "H", "O", "C", "H", "C", "H", "O", "C", "H", "C", "O", "C", "C", "H", "H", "H", "H", "H", "H", "H", "H", "H", "H", "H", "H", "H", "H", "H", "H"],
  "coordinates": [[-5.5627, -2.2249, -1.5224], [-4.0783, -2.1760, -1.7141], [-3.3192, -3.3383, -1.6132], [-1.9446, -3.3015, -1.7585], [-1.3243, -2.0916, -1.9969], [-2.0580, -0.9319, -2.1312], [-3.4336, -0.9747, -1.9831], [-4.0110, -0.0666, -2.0782], [-1.5382, -0.0138, -2.3570], [0.4472, -2.0091, -2.2289], [0.8886, -0.6442, -2.0995], [0.7407, -2.6869, -3.4570], [1.1923, -2.8909, -0.9994], [0.5363, -3.5583, -0.6167], [1.7513, -2.0489, 0.0402], [2.4841, -1.4244, -0.4725], [2.4026, -2.9109, 1.1187], [2.9048, -2.2892, 1.8555], [3.1258, -3.5822, 0.6630], [1.6426, -3.5038, 1.6234], [0.6179, -1.2044, 0.6336], [-0.5229, -1.6515, 0.5808], [0.8874, -0.0197, 1.2036], [2.1934, 0.6069, 1.2693], [2.2261, 1.4755, 0.6037], [2.5756, 1.0754, 2.6845], [2.2106, 0.3641, 3.4309], [2.0369, 2.3179, 3.0739], [2.5775, 3.4724, 2.4611], [3.6000, 3.2874, 2.1136], [1.7412, 4.0157, 1.2953], [1.8749, 5.1062, 1.2368], [2.1693, 3.4371, 0.0719], [1.2502, 3.5675, -0.9924], [0.7569, 4.5457, -0.9438], [0.1887, 2.4597, -1.0306], [-0.6500, 2.5601, 0.1099], [-1.1459, 1.3489, 0.6341], [-0.2534, 0.7243, 1.7215], [0.1132, 1.5041, 2.3868], [-0.8747, 0.0216, 2.2841], [-1.3242, 0.6138, -0.1552], [-2.1037, 1.6077, 1.0965], [0.6668, 1.4780, -1.0959], [-0.4167, 2.6013, -1.9391], [1.8428, 3.5064, -1.9087], [0.6844, 3.7996, 1.4756], [2.5997, 4.2322, 3.2487], [3.6727, 1.1189, 2.7440], [2.9481, -0.1017, 0.9388], [-1.3573, -4.2052, -1.6979], [-3.8126, -4.2796, -1.4189], [-5.7967, -2.2303, -0.4577], [-5.9798, -3.1289, -1.9603], [-6.0430, -1.3593, -1.9708]],
  "forces_ev_per_a": [[0.0, 0.0, 0.1], [0.0, 0.1, 0.0], [0.1, 0.0, 0.0], [0.0, -0.1, 0.0], [0.5, 0.1, -0.1], [0.1, 0.1, 0.0], [0.0, -0.1, 0.0], [-0.1, 0.1, 0.0], [0.0, 0.2, 0.0], [0.2, -0.6, -0.7], [-0.1, 0.0, 0.3], [-0.2, -0.2, 0.1], [-0.3, 0.3, -0.6], [-0.1, -0.1, 0.0], [0.1, 0.3, 0.2], [0.0, 0.0, 0.3], [-0.1, 0.1, -0.3], [0.0, 0.0, 0.1], [0.1, 0.0, 0.0], [-0.1, -0.1, 0.1], [0.1, 0.0, 0.2], [0.0, -0.1, 0.3], [-0.1, 0.2, 0.1], [0.2, 0.2, 0.2], [0.1, -0.2, 0.1], [0.1, -0.2, -0.2], [0.1, 0.0, -0.1], [-0.1, 0.0, 0.0], [-0.2, 0.3, -0.3], [0.0, 0.0, 0.0], [0.1, 0.0, 0.4], [0.0, -0.1, 0.0], [0.1, -0.1, 0.1], [-0.4, -0.3, -0.1], [0.0, 0.0, -0.1], [0.3, 0.3, -0.1], [0.3, 0.3, 0.0], [0.0, -0.3, 0.3], [-0.6, 0.1, -0.2], [-0.1, -0.1, 0.0], [0.0, 0.1, 0.0], [0.0, 0.1, 0.1], [0.0, -0.1, 0.0], [0.0, 0.1, 0.0], [0.1, -0.1, 0.0], [-0.1, 0.1, 0.0], [0.1, 0.1, 0.0], [0.1, 0.0, -0.1], [-0.1, 0.0, 0.0], [0.0, 0.0, 0.0], [0.0, -0.2, 0.0], [0.0, -0.1, 0.0], [-0.1, 0.0, 0.1], [-0.1, 0.0, 0.0], [-0.1, 0.0, 0.0]]
}


Entry 2:
{
  "formula": "C10H14BMgN7O2",
  "method": "ωB97M-V/def2-TZVPD",
  "homo_energy_ev": [-15.26, -15.48],
  "charge": 2,
  "energy_ha": -1147.5264,
  "lumo_energy_ha": [-0.409, -0.416],
  "species": ["C", "N", "N", "C", "C", "B", "N", "N", "C", "C", "C", "Mg", "N", "N", "C", "C", "C", "H", "H", "H", "H", "H", "H", "H", "H", "H", "H", "H", "C", "H", "H", "H", "O", "N", "O"],
  "coordinates": [[-3.0596, -0.6121, -0.0133], [-1.7571, -0.3092, -0.1735], [-1.3994, -0.7821, -1.4401], [-2.4650, -1.3288, -2.0473], [-3.5489, -1.2366, -1.1803], [0.0840, -0.7618, -1.8945], [0.5997, 0.6974, -1.7649], [0.5309, 1.3686, -0.5409], [1.1603, 2.5515, -0.7098], [1.6172, 2.6464, -2.0452], [1.2412, 1.4557, -2.6646], [-0.4804, 0.8035, 1.1907], [0.8576, -1.5849, -0.8359], [0.7565, -1.2145, 0.4939], [1.4647, -2.1107, 1.1927], [2.0486, -3.0401, 0.3101], [1.6290, -2.6740, -0.9606], [1.5208, -2.0773, 2.2759], [1.8139, -3.0864, -1.9352], [2.6849, -3.8561, 0.5574], [0.2237, -1.1964, -2.9955], [1.3768, 1.0992, -3.6810], [-2.3769, -1.7261, -3.0495], [2.1449, 3.4647, -2.4765], [-4.5478, -1.5705, -1.3672], [1.2649, 3.2600, 0.0991], [-3.5951, -0.3924, 0.9031], [1.1842, 2.1335, 2.7437], [0.3429, 2.8477, 2.7398], [0.7095, 3.8142, 2.3769], [-0.5338, 2.5554, 2.1160], [-0.0128, 2.9458, 3.7709], [-0.3284, -1.3410, 4.5277], [-0.1438, -0.8185, 3.4439], [-1.0070, 0.0758, 3.0339]],
  "forces_ev_per_a": [[0.6, -0.3, -1.2], [-0.8, -0.3, 0.1], [0.2, 0.3, 0.8], [-0.1, 0.3, 0.8], [0.3, 0.1, 0.2], [-0.9, 1.2, 0.0], [-0.1, 0.1, 1.1], [0.6, 0.8, -0.3], [-0.1, -1.2, -1.6], [-0.3, -0.4, 0.6], [0.1, 0.5, 0.6], [0.2, -1.2, -2.1], [1.2, -1.7, -0.5], [1.1, -1.2, 2.5], [-1.2, 1.5, -0.5], [0.4, -0.6, 0.8], [-1.6, 2.1, -1.2], [0.2, 0.0, -0.4], [0.1, -0.2, -0.1], [0.3, -0.4, 0.1], [0.1, 0.0, 0.1], [0.0, 0.2, 0.3], [-0.1, 0.0, 0.2], [0.2, 0.3, -0.2], [-0.2, -0.1, 0.0], [-0.1, 0.0, -0.1], [0.1, 0.1, -0.2], [-0.3, 0.1, -0.2], [0.2, -0.1, 0.2], [-0.2, -0.3, 0.0], [0.2, 0.5, 0.3], [0.0, 0.0, -0.3], [1.7, 1.1, -3.8], [-4.7, 1.0, 4.2], [2.9, -2.2, 0.0]]
}


Entry 3:
{
  "formula": "C5H14N2",
  "method": "ωB97M-V/def2-TZVPD",
  "homo_energy_ev": -8.76,
  "smiles": "CNCCCCN",
  "relative_energy_kcal_mol": 18.9,
  "charge": 0,
  "energy_ha": -308.3929,
  "lumo_energy_ha": 0.042,
  "species": ["C", "N", "C", "C", "C", "C", "N", "H", "H", "H", "H", "H", "H", "H", "H", "H", "H", "H", "H", "H", "H"],
  "coordinates": [[1.0998, 0.0301, 0.0163], [1.8833, 1.1463, 0.5613], [3.3014, 0.8696, 0.6280], [-0.3149, 0.0523, 0.5367], [-1.1845, -1.1030, -0.0256], [-2.1552, -0.6767, -1.1177], [-3.3372, -0.0248, -0.5606], [1.1577, 0.1374, -1.0595], [1.5664, -0.9253, 0.2827], [1.5585, 1.3845, 1.4902], [3.7068, 0.7702, -0.3790], [3.8233, 1.6181, 1.2209], [3.5354, -0.1024, 1.1085], [-0.3415, 0.0012, 1.6256], [-0.7998, 0.9990, 0.2943], [-0.5056, -1.8806, -0.3813], [-1.7185, -1.6380, 0.7436], [-2.5042, -1.5605, -1.6630], [-1.5980, -0.0562, -1.8335], [-4.0423, 0.0591, -1.2802], [-3.1308, 0.8999, -0.2076]],
  "forces_ev_per_a": [[0.6, 0.6, 0.6], [-0.2, 0.0, 0.3], [0.2, -0.8, 0.1], [-1.1, -0.4, -0.1], [0.6, -0.1, -0.1], [0.3, -0.3, 0.0], [0.0, -0.2, 0.0], [-0.3, -0.2, -0.4], [0.0, -0.2, 0.0], [-0.1, -0.1, 0.0], [0.2, 0.4, 0.0], [0.0, 0.2, -0.3], [-0.2, 0.1, 0.0], [0.3, 0.0, 0.1], [0.1, 0.2, -0.1], [0.1, 0.1, -0.5], [-0.5, 0.2, 0.5], [0.1, 0.1, 0.1], [-0.1, 0.0, -0.1], [-0.1, 0.2, 0.1], [0.0, 0.1, 0.0]]
}


Entry 4:
{
  "formula": "B2H28NiO10",
  "method": "ωB97M-V/def2-TZVPD",
  "multiplicity": 3,
  "homo_energy_ev": [-10.69, -10.72],
  "s_squared": 2.004,
  "relative_energy_kcal_mol": 42.1,
  "charge": 0,
  "energy_ha": -2326.9953,
  "lumo_energy_ha": [-0.022, -0.051],
  "species": ["Ni", "B", "H", "H", "H", "H", "B", "H", "H", "H", "H", "O", "H", "H", "O", "H", "H", "O", "H", "H", "O", "H", "H", "O", "H", "H", "O", "H", "H", "O", "H", "H", "O", "H", "H", "O", "H", "H", "O", "H", "H"],
  "coordinates": [[-9.5822, 0.0488, -11.8019], [-9.3949, 1.8044, -13.0192], [-10.1505, 1.0968, -13.3236], [-8.4087, 1.3732, -13.0941], [-9.4367, 2.5850, -13.7630], [-9.5834, 2.1761, -12.0239], [-11.7670, 0.1919, -10.9087], [-12.8322, 0.3235, -11.0193], [-11.5772, 0.0243, -9.8599], [-11.5039, -0.6849, -11.4800], [-11.2707, 1.0965, -11.2241], [-12.1325, 3.0565, -9.8345], [-12.2453, 3.6874, -10.5454], [-11.9604, 2.2251, -10.2765], [-9.9735, -1.2344, -13.4374], [-10.6227, -1.2294, -14.1407], [-9.4424, -2.0126, -13.6064], [-8.7087, 1.0194, -10.1329], [-8.2517, 1.8526, -10.2475], [-8.7946, 0.9213, -9.1846], [-14.1305, 0.3454, -9.1529], [-14.3064, 1.2808, -9.0519], [-13.3331, 0.3067, -9.6811], [-12.0943, 3.5335, -12.7282], [-11.6365, 2.6929, -12.7192], [-11.4099, 4.1775, -12.9103], [-11.8301, -1.9320, -7.3069], [-11.2708, -1.2361, -6.9618], [-11.8195, -1.8005, -8.2549], [-14.8507, -2.2140, -9.7207], [-15.1085, -2.6448, -8.9057], [-14.4978, -1.3683, -9.4439], [-13.2141, -0.2800, -13.5272], [-13.0139, -0.1409, -12.6015], [-14.1424, -0.5131, -13.5394], [-12.0542, -2.6039, -10.0254], [-12.0322, -1.7869, -10.5238], [-12.9835, -2.8263, -9.9700], [-9.4256, -1.7044, -10.5920], [-10.1727, -2.2788, -10.4242], [-9.0512, -1.5389, -9.7268]],
  "forces_ev_per_a": [[-1.1, 0.0, -0.3], [0.2, 0.6, 0.3], [-3.0, -2.7, -1.2], [4.1, -2.1, -0.1], [-0.2, 2.7, -2.5], [-0.6, 1.8, 3.5], [0.4, 0.1, 0.3], [-3.4, 0.6, -1.1], [1.0, -0.6, 3.8], [1.1, -3.0, -2.3], [1.8, 3.0, -1.3], [-0.1, 0.2, 0.9], [-0.1, 0.1, -0.5], [0.0, -0.1, -0.1], [0.5, -0.5, 0.2], [-0.7, 0.5, -0.1], [0.3, -0.3, 0.1], [0.4, -0.3, 0.2], [0.0, 0.4, -0.5], [-0.4, -0.2, 0.3], [-0.6, -0.1, 0.7], [-0.1, 0.3, 0.1], [0.3, 0.2, 0.0], [-0.5, 0.4, 0.2], [0.2, -0.3, -0.1], [0.3, 0.1, -0.1], [0.2, -0.1, 0.5], [0.0, 0.2, 0.3], [-0.2, -0.2, -0.6], [0.1, -1.0, -0.5], [-0.1, -0.1, 0.2], [-0.2, 0.9, 0.3], [0.2, -0.2, -0.7], [0.0, 0.1, 0.3], [-0.2, 0.0, -0.1], [1.1, -0.4, 0.1], [-0.3, 0.4, -0.3], [-0.9, -0.2, 0.1], [1.2, 0.5, -0.4], [-0.9, -0.5, 0.0], [0.2, 0.0, 0.2]]
}


Entry 5:
{
  "formula": "C4H9O2",
  "method": "ωB97M-V/def2-TZVPD",
  "homo_energy_ev": [-13.06, -14.71],
  "relative_energy_kcal_mol": 127.2,
  "charge": 1,
  "energy_ha": -307.7890,
  "lumo_energy_ha": [-0.231, -0.159],
  "species": ["C", "C", "C", "C", "O", "O", "H", "H", "H", "H", "H", "H", "H", "H", "H"],
  "coordinates": [[0.4043, -0.2553, -0.0349], [3.3121, 0.1839, -0.1396], [-1.5132, -1.4564, 0.7886], [-1.3605, 1.3484, -0.7072], [-0.1124, -1.2792, 0.4096], [0.0100, 0.8184, -0.4735], [3.7792, -0.6032, 0.3875], [2.6951, -0.0338, -0.9590], [3.1714, 1.2943, 0.2736], [-2.2178, -1.9545, 0.0396], [-1.8374, -0.3862, 1.0070], [-1.3930, -2.0946, 1.6500], [-1.2161, 2.1006, -1.3994], [-2.0160, 0.7285, -1.1419], [-1.7056, 1.5892, 0.2996]],
  "forces_ev_per_a": [[2.9, -0.3, 0.1], [-2.1, 3.4, 1.6], [-1.7, 1.4, -0.1], [1.5, 0.8, 3.1], [-0.3, -1.5, -0.4], [-0.9, 1.2, -1.0], [0.6, -0.4, 0.6], [-0.1, -0.3, -1.5], [0.8, -2.8, -0.8], [1.6, 0.7, 0.6], [-0.2, -1.9, 0.2], [-0.5, 0.1, 0.3], [0.4, 2.1, -0.7], [-1.9, -3.2, -1.5], [-0.1, 0.7, -0.5]]
}


Entry 6:
{
  "formula": "C38H43FN8O2S4Tl",
  "method": "ωB97M-V/def2-TZVPD",
  "homo_energy_ev": -10.24,
  "charge": 1,
  "energy_ha": -3927.3772,
  "lumo_energy_ha": -0.125,
  "species": ["Tl", "S", "C", "N", "C", "C", "N", "C", "C", "C", "C", "C", "C", "C", "C", "S", "C", "C", "C", "C", "C", "C", "C", "H", "H", "H", "H", "H", "H", "H", "H", "H", "H", "H", "H", "H", "H", "H", "H", "H", "H", "O", "C", "O", "C", "C", "C", "C", "C", "N", "H", "H", "H", "H", "C", "N", "C", "C", "N", "C", "S", "C", "C", "C", "C", "C", "N", "H", "H", "H", "H", "H", "H", "H", "H", "H", "F", "C", "C", "N", "C", "S", "N", "C", "C", "H", "H", "H", "H", "H", "H", "H", "H", "H", "H", "H", "H"],
  "coordinates": [[-0.0177, 0.3744, 0.2969], [0.9733, -2.4966, 0.1680], [-0.5410, -2.9463, -0.3857], [-0.7030, -3.7353, -1.4319], [-2.0387, -3.9403, -1.9404], [-2.9376, -4.2998, -0.7740], [-2.8566, -3.2613, 0.2317], [-4.0732, -3.0289, 0.9861], [-5.1679, -2.5022, 0.0867], [-6.4234, -3.0962, 0.0682], [-7.4157, -2.6048, -0.7635], [-7.1559, -1.5237, -1.5881], [-5.9054, -0.9261, -1.5710], [-4.9150, -1.4089, -0.7339], [-1.7279, -2.5918, 0.4269], [-1.5834, -1.5090, 1.6906], [0.3848, -4.3602, -2.1530], [0.3287, -5.8446, -1.8865], [-0.0966, -6.7310, -2.8657], [-0.1689, -8.0864, -2.5927], [0.1740, -8.5617, -1.3392], [0.5863, -7.6795, -0.3532], [0.6579, -6.3253, -0.6235], [-2.0193, -4.7464, -2.6714], [-2.3661, -3.0130, -2.4278], [-2.6201, -5.2536, -0.3292], [-3.9757, -4.3871, -1.0958], [-3.8547, -2.3086, 1.7785], [-4.3781, -3.9752, 1.4444], [-6.6283, -3.9401, 0.7116], [-8.3888, -3.0732, -0.7744], [-7.9279, -1.1487, -2.2430], [-5.6996, -0.0843, -2.2148], [-3.9442, -0.9352, -0.7152], [1.3252, -3.9370, -1.7925], [0.2711, -4.1273, -3.2154], [-0.3571, -6.3626, -3.8478], [-0.4916, -8.7703, -3.3620], [0.1252, -9.6188, -1.1316], [0.8572, -8.0505, 0.6236], [0.9777, -5.6339, 0.1441], [-0.2722, -1.6835, -3.6173], [-0.1308, -0.8962, -2.6942], [-0.8180, -0.8514, -1.6338], [1.0028, 0.1323, -2.8029], [1.5076, 0.4775, -4.0505], [2.4910, 1.4506, -4.1122], [2.9903, 1.9826, -2.9290], [2.4666, 1.5394, -1.7264], [1.4747, 0.6623, -1.6890], [1.1034, -0.0034, -4.9262], [2.8685, 1.7830, -5.0695], [3.7806, 2.7166, -2.9336], [2.8405, 1.8960, -0.7759], [3.7249, -2.2655, 2.1907], [2.5604, -1.8304, 2.9070], [1.8608, -2.5737, 3.8151], [0.8083, -1.8377, 4.2333], [0.8520, -0.6355, 3.5605], [1.9276, -0.6564, 2.7224], [2.4608, 0.5610, 1.6915], [-0.0070, 0.4469, 3.8109], [-0.4105, 0.6990, 5.1196], [-1.2231, 1.7928, 5.3537], [-1.6226, 2.5753, 4.2803], [-1.1767, 2.2360, 3.0154], [-0.3826, 1.2022, 2.7876], [4.0938, -3.1880, 2.6335], [4.4902, -1.4929, 2.2378], [3.4631, -2.4409, 1.1461], [2.1715, -3.5578, 4.0981], [0.0007, -2.0815, 4.8896], [-0.0738, 0.0644, 5.9236], [-1.5415, 2.0253, 6.3576], [-2.2589, 3.4324, 4.4254], [-1.4616, 2.8068, 2.1440], [-2.0849, 0.9590, 0.1564], [-3.7729, 4.9268, 1.0123], [-3.3835, 4.3068, -0.3295], [-2.1280, 3.5935, -0.2321], [-0.9138, 4.1188, -0.2065], [0.4551, 3.1375, 0.0459], [-0.7371, 5.4336, -0.3624], [0.5373, 6.1001, -0.5251], [1.2106, 6.4434, 0.8012], [-4.7090, 5.4706, 0.9269], [-3.0030, 5.6099, 1.3666], [-3.8959, 4.1424, 1.7537], [-3.3269, 5.0690, -1.1118], [-4.1332, 3.5747, -0.6331], [-2.1941, 2.5784, -0.1326], [-1.5570, 6.0179, -0.3820], [0.3528, 7.0094, -1.1005], [1.1977, 5.4515, -1.1041], [0.5328, 6.9851, 1.4570], [2.0801, 7.0657, 0.6075], [1.5348, 5.5373, 1.3051]],
  "forces_ev_per_a": [[0.1, -0.1, -0.6], [0.5, 0.0, 0.1], [1.3, -0.8, -0.8], [-0.2, 0.6, 0.7], [-0.7, 0.0, 0.0], [0.2, -0.5, -0.6], [0.6, 0.3, -0.2], [-0.5, 0.2, 0.4], [0.0, -0.1, 0.0], [0.1, 0.0, 0.1], [-0.1, 0.0, 0.0], [-0.1, 0.0, 0.0], [0.0, 0.0, 0.0], [0.0, 0.0, 0.0], [-1.3, 0.2, 0.9], [0.0, 0.5, -0.1], [0.5, -0.3, -0.3], [0.0, 0.1, -0.1], [0.1, 0.1, 0.1], [0.0, -0.1, 0.0], [0.0, -0.1, 0.0], [0.0, 0.0, 0.1], [0.0, 0.0, 0.0], [0.0, 0.0, 0.1], [0.0, -0.1, 0.0], [-0.1, 0.1, -0.1], [0.1, 0.0, 0.0], [0.0, -0.2, -0.1], [0.0, 0.1, 0.0], [0.0, -0.1, 0.1], [-0.1, 0.0, 0.0], [-0.1, 0.0, -0.1], [0.0, 0.1, 0.0], [0.2, 0.1, 0.0], [-0.2, 0.0, -0.2], [0.0, 0.0, 0.1], [0.0, 0.1, -0.1], [0.0, -0.1, -0.1], [0.0, -0.1, 0.0], [0.0, 0.0, 0.1], [0.1, 0.1, 0.1], [-0.1, -0.3, -0.4], [0.5, 0.4, 0.0], [-0.3, 0.7, 0.8], [-0.2, -0.3, -0.5], [0.0, 0.1, 0.2], [-0.1, -0.1, 0.1], [0.0, -0.1, 0.1], [0.3, 0.1, -0.3], [-0.4, -0.3, 0.7], [0.0, 0.0, -0.1], [0.1, 0.0, 0.0], [0.1, 0.1, 0.0], [0.0, 0.1, 0.0], [0.5, 0.0, -0.5], [-0.8, 0.4, 0.3], [-0.5, -0.1, 0.6], [0.2, -0.5, 0.1], [0.7, -0.6, -0.4], [0.3, 0.3, 0.0], [-0.3, 0.3, -0.7], [-0.5, 0.9, 0.4], [0.1, -0.1, -0.2], [-0.1, 0.0, -0.2], [0.1, -0.1, 0.1], [-0.2, 0.2, 0.1], [0.2, -0.7, 0.0], [0.0, 0.1, 0.0], [0.0, -0.1, 0.0], [0.1, 0.0, 0.0], [0.0, -0.2, 0.0], [-0.1, -0.1, 0.2], [0.1, 0.0, 0.1], [0.0, 0.0, 0.1], [-0.1, 0.1, 0.0], [0.0, 0.0, -0.1], [0.1, 0.3, 0.0], [0.0, -0.1, -0.2], [0.0, 0.3, 0.2], [-0.2, 0.1, -0.1], [0.0, -0.2, 0.0], [0.3, -0.3, 0.1], [-0.6, 0.1, -0.1], [0.5, 0.2, 0.3], [-0.1, 0.0, -0.2], [-0.1, 0.1, 0.0], [0.0, 0.1, 0.1], [0.0, -0.1, 0.1], [0.0, 0.0, 0.0], [0.1, 0.1, -0.1], [0.2, -0.5, 0.1], [0.0, 0.0, -0.1], [0.0, -0.1, 0.0], [-0.1, 0.1, -0.1], [-0.1, 0.1, 0.0], [0.1, 0.1, 0.1], [0.0, -0.1, 0.1]]
}